Record 1
DFT (the ωB97M-V functional and the def2-TZVPD basis) results for C17H23N5O2STi as an isolated structure.

For the HOMO energy (alpha / beta), the calculation gives -20.909 / -20.885 eV. The calculation puts the total energy at -63449.84988 eV. The calculation puts the molar mass at 409.34 u. The largest force on an atom is 5.95 eV/A. The net charge is +4.

The geometry in XYZ format:
```
49
Properties=species:S:1:pos:R:3:forces:R:3
N -0.181 -0.687 2.254 0.1 -0.1 -1.3
C 0.017 -0.798 3.381 0.2 -0.1 0.8
C 0.269 -0.950 4.806 0.0 0.0 0.2
H 0.910 -1.826 4.990 -0.2 0.2 -0.2
H -0.679 -1.087 5.351 0.2 0.1 -0.2
H 0.775 -0.056 5.203 -0.2 -0.2 -0.2
N -2.227 0.892 -0.632 1.0 -1.1 0.5
C -3.063 1.593 -0.991 -0.7 0.6 -0.3
C -4.133 2.468 -1.442 -0.1 0.1 -0.1
H -5.000 2.391 -0.768 0.3 -0.1 -0.1
H -4.452 2.189 -2.458 0.2 0.0 0.2
H -3.791 3.514 -1.456 0.0 -0.3 0.0
N 0.387 -1.868 -1.378 -0.2 0.7 1.1
C 0.878 -2.590 -2.125 0.4 -0.6 -0.5
C 1.500 -3.513 -3.064 0.1 -0.1 -0.1
H 1.890 -2.965 -3.936 -0.2 -0.1 0.3
H 0.766 -4.256 -3.414 0.1 0.2 0.1
H 2.335 -4.044 -2.581 -0.2 0.2 0.0
Ti -0.547 -0.378 0.043 -5.2 -0.9 -0.8
C 0.193 0.756 -1.706 -0.6 1.4 -5.4
O 0.550 1.358 -2.689 -1.7 -2.6 4.0
C -0.221 1.617 0.943 -1.8 4.5 3.5
O -0.091 2.705 1.450 -0.8 -4.7 -2.1
C -3.022 -2.255 1.741 -0.3 0.6 -0.3
C -2.096 -3.237 1.470 0.4 -0.1 -0.4
C -1.894 -3.663 0.156 0.3 0.2 0.5
C -2.618 -3.099 -0.869 -0.3 0.7 -0.2
C -3.558 -2.103 -0.595 0.6 -0.3 -0.5
C -3.757 -1.684 0.701 0.4 0.1 0.7
H -3.211 -1.934 2.739 -0.1 0.1 0.6
H -1.541 -3.703 2.252 0.2 -0.3 0.5
H -1.191 -4.442 -0.027 0.4 -0.5 -0.2
H -2.496 -3.425 -1.877 0.1 -0.3 -0.6
H -4.126 -1.699 -1.401 -0.4 0.2 -0.4
H -4.486 -0.942 0.935 -0.5 0.4 0.1
C 4.184 3.081 1.126 0.9 0.5 -0.2
N 2.826 2.568 0.884 -0.7 -0.6 -0.6
C 2.422 1.993 -0.264 4.0 1.8 0.0
S 1.143 0.922 -0.116 5.4 -0.4 0.9
N 3.022 2.028 -1.466 -0.8 -0.2 0.6
C 3.752 3.194 -1.981 0.7 0.9 -0.2
H 4.835 2.886 0.267 -0.3 0.1 0.3
H 4.629 2.565 1.984 -0.4 0.0 -0.1
H 4.143 4.162 1.340 0.0 -0.4 -0.1
H 2.255 2.566 1.762 0.2 0.0 -1.5
H 2.910 1.274 -2.183 -0.2 0.8 1.2
H 4.804 2.922 -2.172 -0.4 0.1 0.1
H 3.300 3.538 -2.921 0.0 -0.3 0.2
H 3.691 4.023 -1.267 0.1 -0.3 -0.2
```
Positions in Å, forces in eV/Å.

Here are the Löwdin charges for atoms 1 to 5, given in e:
1. N 0.11
2. C -0.11
3. C 0.03
4. H 0.13
5. H 0.13



Record 2
DFT (the ωB97M-V functional and the def2-TZVPD basis) results for one molecule with the formula C5H6O.

For the HOMO energy, the calculation gives -9.572 eV. The calculation puts the total energy at -7328.29388 eV. The calculation puts the molar mass at 82.10 u. The SMILES is O=C1C=CCC1. The largest force on an atom is 3.90 eV/A. The net charge is 0.

The geometry in XYZ format:
```
12
Properties=species:S:1:pos:R:3:forces:R:3
O 2.471 0.049 -0.343 0.0 -0.3 0.5
C 1.364 0.058 0.116 -2.1 0.7 0.0
C 0.486 1.272 0.365 -2.1 0.2 -3.3
C -0.758 0.954 -0.185 1.0 1.6 2.0
C -1.003 -0.539 -0.255 0.6 1.7 1.7
C 0.317 -1.087 0.258 1.6 -1.2 0.5
H 0.779 2.305 0.168 0.5 -0.1 0.9
H -1.573 1.749 -0.396 1.5 -1.5 0.2
H -1.826 -0.730 0.443 -0.1 -0.5 -0.6
H -1.194 -0.781 -1.254 -0.6 -0.8 -1.4
H 0.739 -1.968 -0.279 -0.6 0.4 0.6
H 0.198 -1.282 1.362 0.4 -0.1 -1.1
```
Positions in Å, forces in eV/Å.

Here are the Löwdin charges for atoms 1 to 5, given in e:
1. O 0.09
2. C -0.41
3. C -0.01
4. C -0.06
5. C -0.19



Record 3
DFT (the ωB97M-V functional and the def2-TZVPD basis) results for one molecule with the formula C5H8O2S.

For the HOMO energy, the calculation gives -9.311 eV. The calculation puts the total energy at -20242.59972 eV. The calculation puts the molar mass at 132.18 u. The SMILES is O=C1CC[C@H](O)[C@@H]1S. The largest force on an atom is 5.79 eV/A. The net charge is 0.

The geometry in XYZ format:
```
16
Properties=species:S:1:pos:R:3:forces:R:3
O -1.255 -1.803 1.014 0.2 0.7 -0.3
C -0.478 -0.973 0.589 -0.7 -2.0 1.7
C 0.658 -0.375 1.404 -0.4 2.7 -0.2
C 1.225 0.701 0.402 -0.4 2.9 0.8
C 0.251 0.882 -0.757 -2.0 -2.1 5.0
O -0.871 1.462 0.145 4.3 0.4 0.6
C -0.389 -0.617 -0.835 4.1 3.0 -1.1
S -1.585 -0.625 -2.015 -4.5 -2.0 -0.4
H 1.485 -1.047 1.522 0.0 -0.9 0.4
H 0.315 0.032 2.423 0.4 -0.7 -1.7
H 2.161 0.404 0.107 2.3 -1.0 -1.1
H 1.427 1.797 0.737 -0.6 -2.0 0.2
H 0.535 1.530 -1.581 -0.2 -0.3 -0.2
H -1.455 1.456 -0.526 -4.6 0.5 -3.0
H 0.397 -1.188 -1.289 0.9 -0.9 0.3
H -2.420 -1.635 -1.342 1.2 1.6 -1.2
```
Positions in Å, forces in eV/Å.

Here are the Löwdin charges for atoms 1 to 5, given in e:
1. O 0.09
2. C -0.42
3. C -0.05
4. C -0.16
5. C -0.23



Record 4
DFT (the ωB97M-V functional and the def2-TZVPD basis) results for an isolated ion of composition C11H18F4NO2P2S and charge -1.

For the HOMO energy, the calculation gives -4.574 eV. The calculation puts the total energy at -57565.32668 eV. The calculation puts the molar mass at 366.28 u. The largest force on an atom is 4.69 eV/A. The net charge is -1.

The geometry in XYZ format:
```
39
Properties=species:S:1:pos:R:3:forces:R:3
C -2.670 3.383 1.473 -0.2 -0.4 -0.5
C -2.262 2.404 0.330 0.8 -1.3 -0.7
C -2.334 2.708 -1.092 0.5 -1.7 0.9
C -1.957 1.678 -2.041 0.0 -0.1 0.8
C -1.502 0.344 -1.669 -0.5 1.6 1.7
C -1.387 0.054 -0.250 -0.3 1.2 0.3
C -0.917 -1.301 0.349 -2.0 -0.3 -0.6
P 0.830 -1.822 -0.234 2.0 4.0 -0.6
C 1.628 -0.151 0.269 1.0 0.5 0.3
C 2.053 0.675 -1.006 0.5 -0.4 0.1
C 2.758 2.022 -0.665 0.5 -1.5 -0.4
F 1.912 2.997 -0.230 1.2 -0.8 -0.3
F 3.468 2.501 -1.764 -1.0 -0.1 1.2
F 3.741 1.774 0.285 -1.2 0.9 -0.7
P 1.422 -2.603 1.764 -0.6 0.6 2.8
N 1.185 -1.519 2.948 -0.3 -0.7 -0.2
S 0.081 -3.786 -0.963 -4.0 -2.0 -1.5
O -0.717 -4.540 0.011 1.8 0.1 -0.1
O -0.753 -3.586 -2.162 1.9 0.0 0.5
F 1.408 -4.705 -1.409 -0.9 0.4 0.4
C -1.771 1.092 0.709 -0.2 0.4 -1.5
H -3.779 3.276 1.642 1.0 0.4 -0.2
H -2.187 3.095 2.439 -0.2 0.2 -0.9
H -2.393 4.446 1.235 -0.4 -1.0 0.2
H -2.684 3.714 -1.425 0.4 -1.0 0.2
H -2.028 1.943 -3.123 0.1 -0.3 1.0
H -1.253 -0.424 -2.431 -0.3 0.7 0.6
H -1.041 -1.270 1.459 0.4 0.0 -0.9
H -1.658 -2.069 -0.027 0.8 0.6 0.4
H 2.153 -2.216 -0.736 -0.1 -0.4 0.1
H 0.578 -1.265 -1.541 -0.4 -0.6 -0.1
H 1.044 0.435 1.017 0.4 -0.4 -0.7
H 2.598 -0.423 0.785 -0.9 0.4 -0.3
H 2.839 0.054 -1.526 -0.7 0.7 0.4
H 1.233 0.814 -1.749 0.5 0.3 0.8
H 0.682 -3.767 2.174 0.8 -0.1 -0.7
H 2.838 -2.866 1.723 -0.5 -0.4 -0.5
H 0.553 -1.955 3.632 0.3 0.4 -0.3
H -1.713 0.859 1.800 0.1 0.1 -1.0
```
Positions in Å, forces in eV/Å.

Here are the Löwdin charges for atoms 1 to 5, given in e:
1. C -0.08
2. C -0.26
3. C -0.07
4. C -0.09
5. C -0.05



Record 5
DFT (the ωB97M-V functional and the def2-TZVPD basis) results for an isolated ion of composition C7H4Cl2NO4S and charge -1.

For the HOMO energy, the calculation gives -4.720 eV. The calculation puts the total energy at -52881.64348 eV. The calculation puts the molar mass at 269.08 u. The SMILES is O=C([O-])c1ccc(S(=O)(=O)N(Cl)Cl)cc1. The largest force on an atom is 5.72 eV/A. The net charge is -1.

The geometry in XYZ format:
```
19
Properties=species:S:1:pos:R:3:forces:R:3
O -2.339 -3.443 -0.379 2.9 1.6 -0.1
C -1.207 -3.150 -0.949 -3.1 -1.0 -0.7
O -0.742 -3.779 -1.912 0.9 0.2 0.0
C -0.426 -1.846 -0.591 -0.8 -1.6 0.2
C -0.409 -1.482 0.743 1.3 1.7 0.8
C 0.299 -0.384 1.234 -1.0 -0.5 -0.7
C 0.807 0.484 0.270 -0.1 0.6 0.5
S 1.191 2.130 0.761 5.3 1.4 1.8
O 1.738 2.146 2.155 -2.5 -0.5 -2.6
O 2.183 2.752 -0.155 -3.1 -0.8 0.7
N -0.269 3.051 0.728 -1.6 0.5 0.1
Cl -0.573 4.519 -0.237 0.6 -1.9 0.9
Cl -1.770 2.361 1.468 2.0 0.8 -1.0
C 0.806 0.185 -1.074 -2.1 -4.0 1.1
C 0.251 -1.091 -1.523 0.8 2.9 1.2
H -0.985 -1.912 1.506 -0.8 -1.5 0.4
H 0.249 -0.202 2.303 0.3 0.4 -0.3
H 0.962 0.904 -1.762 1.1 2.3 -2.2
H 0.234 -1.243 -2.586 -0.1 -0.6 -0.1
```
Positions in Å, forces in eV/Å.

Here are the Löwdin charges for atoms 1 to 5, given in e:
1. O -0.12
2. C -0.66
3. O -0.05
4. C -0.12
5. C -0.02



Record 6
DFT (the ωB97M-V functional and the def2-TZVPD basis) results for one molecule with the formula C5H8O.

For the HOMO energy, the calculation gives -8.586 eV. The calculation puts the total energy at -7358.67468 eV. The calculation puts the molar mass at 84.12 u. The largest force on an atom is 0.57 eV/A. The net charge is 0.

The geometry in XYZ format:
```
14
Properties=species:S:1:pos:R:3:forces:R:3
C 1.730 -0.262 0.179 -0.1 0.0 0.0
C 0.664 0.796 -0.097 0.0 -0.1 -0.1
C -0.656 0.225 -0.640 -0.1 0.3 0.2
C -1.425 -0.789 0.249 0.2 0.1 -0.1
O -2.370 0.298 0.526 0.1 -0.1 -0.1
C -1.781 1.209 -0.242 -0.1 -0.5 -0.2
H 1.364 -0.966 0.936 0.2 0.0 -0.2
H 2.653 0.186 0.569 -0.2 -0.1 -0.1
H 1.969 -0.817 -0.736 0.0 0.0 0.2
H 1.027 1.552 -0.806 -0.1 -0.2 0.1
H -0.606 -0.004 -1.716 0.0 0.0 0.4
H -0.951 -1.134 1.179 -0.1 0.2 -0.3
H -1.917 -1.636 -0.254 0.1 0.4 0.2
H 0.437 1.339 0.824 0.1 0.0 0.1
```
Positions in Å, forces in eV/Å.

Here are the Löwdin charges for atoms 1 to 5, given in e:
1. C -0.10
2. C -0.25
3. C -0.31
4. C -0.11
5. O -0.08



Record 7
DFT (the ωB97M-V functional and the def2-TZVPD basis) results for C25H16AuCl2N2O2S as an isolated structure.

For the HOMO energy, the calculation gives -10.530 eV. The calculation puts the total energy at -72825.96885 eV. The calculation puts the molar mass at 676.36 u. The largest force on an atom is 1.65 eV/A. The net charge is +1.

The geometry in XYZ format:
```
49
Properties=species:S:1:pos:R:3:forces:R:3
Au -0.626 -0.836 -0.618 0.1 0.1 -0.9
Cl 5.472 -0.439 3.819 0.2 0.0 0.2
C 4.264 -0.632 2.610 -0.3 -0.1 -0.1
C 4.644 -0.712 1.266 -0.1 0.0 0.0
C 3.693 -0.884 0.293 -0.6 -0.1 0.2
Cl 4.142 -0.971 -1.365 0.2 0.0 -0.2
C 2.296 -1.014 0.592 0.6 0.2 1.0
O 1.479 -1.237 -0.374 -0.9 -0.1 -0.6
C 1.945 -0.868 1.980 0.1 -0.1 -1.0
C 0.571 -0.840 2.415 -0.1 -0.1 0.1
O -0.422 -1.156 1.761 0.1 0.1 0.5
C 2.938 -0.694 2.953 0.2 0.1 0.2
H 5.689 -0.638 0.998 0.0 0.0 0.0
H 0.424 -0.480 3.448 0.0 -0.2 0.0
H 2.660 -0.631 3.998 -0.1 0.1 0.0
C -4.894 -1.282 -0.639 0.1 0.1 0.0
C -5.315 0.039 -0.664 -0.1 -0.1 0.0
C -4.388 1.066 -0.723 0.1 0.0 0.0
C -3.024 0.781 -0.747 -0.2 0.1 0.0
C -2.624 -0.552 -0.722 0.7 -0.3 -0.2
C -3.536 -1.581 -0.670 0.0 -0.2 0.0
C -1.969 1.788 -0.765 0.0 0.3 0.0
C -2.198 3.171 -0.632 0.0 0.0 -0.1
C -1.140 4.032 -0.580 0.0 0.0 0.0
C 0.181 3.547 -0.680 -0.2 -0.3 0.0
C 1.318 4.375 -0.582 0.1 0.1 0.0
C 2.573 3.841 -0.660 -0.1 0.1 0.0
C 2.740 2.462 -0.899 0.0 0.1 0.0
C 1.657 1.637 -1.019 -0.1 -0.1 -0.1
C 0.354 2.151 -0.865 0.6 0.4 0.0
N -0.729 1.324 -0.887 -0.2 -1.5 0.6
H -5.613 -2.089 -0.590 0.0 0.0 0.0
H -6.371 0.270 -0.630 0.0 0.0 0.0
H -4.734 2.090 -0.748 0.0 0.0 0.0
H -3.217 -2.613 -0.645 0.0 0.0 0.1
H -3.208 3.540 -0.546 0.0 0.0 0.0
H -1.311 5.094 -0.457 0.0 0.0 0.0
H 1.179 5.439 -0.440 0.0 0.0 0.0
H 3.443 4.475 -0.556 0.0 0.0 0.0
H 3.740 2.060 -0.992 0.0 -0.1 -0.1
H 1.775 0.584 -1.237 0.1 0.2 0.0
S -0.960 -5.445 -1.500 0.1 0.4 0.1
C -0.096 -5.091 -0.062 -0.1 0.0 -0.2
C -0.022 -3.753 0.125 0.1 -0.3 0.1
N -0.645 -3.026 -0.857 -0.1 1.3 0.6
C -1.184 -3.780 -1.775 0.0 -0.4 -0.3
H 0.309 -5.872 0.560 0.0 0.0 0.0
H 0.456 -3.245 0.945 0.0 0.0 -0.1
H -1.718 -3.407 -2.636 0.0 0.1 0.0
```
Positions in Å, forces in eV/Å.

Here are the Löwdin charges for atoms 1 to 5, given in e:
1. Au 1.31
2. Cl 0.70
3. C -0.68
4. C -0.10
5. C -0.58



Record 8
DFT (the ωB97M-V functional and the def2-TZVPD basis) results for a 3-piece molecular cluster, C9H29BN3O9P2 overall.

For the HOMO energy, the calculation gives -2.230 eV. The calculation puts the total energy at -51950.75222 eV. The calculation puts the molar mass at 396.10 u. The largest force on an atom is 8.52 eV/A. The net charge is -1.

The geometry in XYZ format:
```
53
Properties=species:S:1:pos:R:3:forces:R:3
C -2.150 0.502 0.115 0.0 -0.2 0.4
C -3.538 1.108 0.547 0.2 0.2 -0.5
C -4.779 0.304 -0.114 0.8 0.6 1.5
N -4.261 -0.917 -0.757 -1.2 0.2 0.5
N -4.651 -1.054 -2.084 0.9 -0.1 -1.9
B -3.489 -1.306 -2.964 -0.8 0.5 0.5
N -2.829 -2.610 -3.202 -0.4 0.8 0.5
O -2.928 -0.149 -3.662 0.4 -1.2 1.1
H -2.079 0.463 -1.009 -0.1 0.0 1.2
H -1.267 1.082 0.515 -1.0 -0.4 -0.3
H -2.071 -0.543 0.532 0.0 1.0 -0.7
H -3.560 2.177 0.201 -0.1 -0.9 0.4
H -3.644 1.118 1.663 0.2 0.0 -0.9
H -5.475 0.089 0.757 0.5 0.0 -1.0
H -5.299 1.008 -0.808 0.4 -1.1 0.2
H -4.527 -1.743 -0.211 0.3 0.3 0.0
H -1.828 -2.600 -3.014 -0.3 -0.3 -0.4
H -3.301 -3.383 -2.741 0.4 0.3 0.1
H -2.020 -0.105 -3.309 -0.2 0.2 -0.6
C 2.509 -3.034 -6.042 0.0 -0.2 -0.1
O 3.253 -2.120 -5.234 -3.0 0.3 -0.6
P 2.362 -1.391 -3.941 6.3 2.1 5.3
O 3.411 -0.307 -3.723 -1.3 -0.7 -1.0
O 2.631 -2.700 -2.971 -0.9 0.3 -0.1
C 3.940 -3.227 -2.846 0.2 -0.4 -0.4
O 1.217 -0.792 -2.815 -1.8 -1.4 -3.0
C 1.690 -0.301 -1.571 0.4 0.3 0.4
H 3.194 -3.519 -6.737 0.0 0.1 0.1
H 2.031 -3.799 -5.421 0.0 0.0 -0.1
H 1.746 -2.494 -6.609 0.0 -0.2 -0.1
H 4.706 -2.480 -3.058 -0.1 0.1 -0.1
H 4.057 -4.076 -3.525 0.2 0.0 0.0
H 4.071 -3.585 -1.824 -0.2 0.1 0.0
H 2.194 0.656 -1.701 0.1 -0.1 -0.1
H 2.356 -1.018 -1.086 0.0 0.0 -0.1
H 0.821 -0.142 -0.929 -0.1 -0.2 -0.2
C -1.152 4.003 4.931 0.0 -0.1 0.1
O -0.680 2.724 4.502 0.2 2.9 -0.9
P 0.930 2.709 3.867 1.3 -8.0 1.1
O 0.683 1.334 3.257 -0.4 1.2 -0.3
O 1.546 2.584 5.394 0.5 0.7 -0.1
C 0.970 1.669 6.312 -0.4 0.2 0.3
O 2.529 2.817 3.260 -0.8 3.2 -0.3
C 3.335 1.656 3.304 0.0 -0.4 0.0
H -2.116 3.870 5.420 0.0 -0.1 0.0
H -0.451 4.456 5.642 -0.1 0.1 0.0
H -1.275 4.662 4.068 -0.1 0.1 0.1
H 0.462 0.847 5.808 0.0 0.1 -0.1
H 0.263 2.199 6.957 -0.1 -0.2 0.0
H 1.766 1.263 6.938 0.1 0.1 -0.1
H 3.004 0.930 2.563 -0.1 0.0 0.1
H 3.334 1.210 4.301 -0.1 0.0 0.0
H 4.357 1.954 3.055 -0.1 0.3 0.1
```
Positions in Å, forces in eV/Å.

Here are the Löwdin charges for atoms 1 to 5, given in e:
1. C -0.14
2. C -0.23
3. C -0.22
4. N -0.19
5. N 0.00